# 1
Here is a 21-piece molecular cluster, C57H168N12O21 overall at a distorted geometry from the OMol25 dataset. Energies are from ωB97M-V/def2-TZVPD.

Geometry (Å):
H  -3.117  0.490  4.041
H  -2.983  -2.321  10.209
H  -7.633  1.816  -4.745
C  1.259  -7.673  2.551
O  -0.361  0.356  -0.429
H  2.088  -9.502  2.936
H  1.882  -8.944  0.616
H  -1.090  4.378  7.572
H  -1.680  -7.384  0.989
H  0.414  -1.284  -5.822
H  -0.877  -1.423  -3.479
H  0.149  5.848  0.884
H  1.603  -0.580  -2.571
C  1.315  4.213  -1.369
H  0.646  0.005  -3.921
H  2.150  -3.189  -8.387
H  3.352  -8.159  0.806
H  -2.580  -7.068  -3.099
H  8.200  1.559  1.643
H  -5.431  -1.853  -2.693
O  -3.321  -3.525  -0.658
N  3.160  -3.831  2.022
H  1.199  0.853  -6.545
H  1.720  0.681  -0.457
H  -8.812  0.473  -4.759
H  5.672  -0.573  -0.019
H  0.680  4.417  7.518
H  -5.426  -4.473  2.085
H  -2.895  5.539  4.471
H  7.272  4.081  4.103
O  -4.422  -2.587  1.984
O  2.907  0.094  3.028
O  -3.902  -5.387  -2.838
C  -1.467  -0.573  6.393
C  -2.081  -2.219  9.641
O  8.310  3.801  0.623
H  2.343  -5.022  4.483
H  -1.302  4.541  -0.505
H  -4.948  0.960  -7.075
N  -2.501  0.443  6.419
O  2.533  -3.440  5.751
H  -7.349  -0.607  -2.132
H  4.096  -0.759  0.677
N  7.246  1.410  1.973
H  2.880  1.093  -6.990
H  6.025  -0.098  -2.652
H  3.834  4.652  -3.150
H  -5.328  1.952  -1.603
C  2.141  1.205  -6.205
H  -1.364  3.314  5.637
H  7.363  2.356  -2.780
C  3.569  -2.769  6.466
C  3.418  5.269  -6.338
H  0.976  -7.539  3.568
H  -3.488  3.508  -1.203
H  1.103  -0.270  0.831
C  -2.678  4.597  3.891
H  -0.447  0.526  4.896
H  -2.476  -3.227  -7.090
O  2.719  4.440  -1.380
H  -1.581  -2.389  -0.510
H  2.962  -2.220  3.442
H  -0.368  3.466  -3.963
O  2.124  2.799  2.460
C  3.587  -8.015  3.333
C  2.405  -8.617  2.481
H  1.094  3.677  -2.329
H  4.457  3.501  -1.008
H  1.175  -4.966  -0.917
H  -4.759  -0.667  -6.616
H  -0.840  -1.465  -7.099
H  -1.514  -3.072  9.475
H  -0.553  -3.390  -4.741
H  4.472  0.671  -0.165
H  1.786  6.238  0.240
N  -3.026  0.668  3.026
H  -1.017  1.406  -4.987
H  -2.596  1.809  0.968
H  0.678  -2.431  -9.061
C  -4.364  -1.387  2.731
H  2.604  1.002  2.864
C  -4.685  3.525  0.407
H  5.003  -0.020  3.051
H  3.475  2.549  -4.332
H  -1.230  4.670  -2.093
C  6.864  2.786  2.441
H  4.314  4.866  -6.747
H  4.073  -0.787  4.362
H  -5.410  -3.478  3.733
H  2.663  5.277  -7.120
O  -2.357  -1.640  8.396
H  -0.942  -0.859  2.878
H  -3.835  1.176  2.679
C  -0.201  -2.042  -6.413
H  -5.241  -0.798  2.325
C  -1.744  2.198  -5.079
H  -1.894  2.327  -7.126
C  4.115  0.070  3.705
C  0.992  -0.853  -3.384
O  1.544  -2.891  -0.985
H  3.252  -7.996  4.314
H  3.212  2.364  -1.473
H  1.008  -2.037  2.408
H  3.363  3.928  3.795
H  -8.426  1.239  -3.219
H  -1.937  1.816  -0.442
C  1.124  -2.935  3.022
H  -0.648  -0.454  8.426
C  -4.414  1.622  -1.087
H  6.671  1.094  1.224
N  -1.038  5.146  -1.262
H  3.829  -1.800  6.081
C  -2.441  -2.540  -1.177
H  5.638  2.187  -2.973
H  3.182  -2.659  7.476
H  -5.186  -2.007  -5.013
H  -2.109  3.911  -3.833
H  -3.160  0.253  7.109
H  0.363  7.298  -0.137
C  -5.417  -3.469  2.539
C  -3.628  -6.736  -3.175
H  -4.301  4.507  0.687
C  -0.607  3.965  5.119
C  -1.185  4.284  3.721
H  -3.453  -5.120  -2.032
C  7.034  3.824  1.242
C  0.872  0.554  0.219
H  3.305  4.245  1.928
H  0.760  -2.723  4.058
H  -2.153  1.374  6.554
H  -5.375  0.417  -5.470
O  4.065  -0.816  -1.468
C  -6.384  -2.208  -3.166
O  6.828  0.412  -2.684
C  -0.754  -7.008  1.469
C  2.879  -3.993  4.514
H  2.169  4.834  -4.636
H  2.783  -3.458  1.175
H  8.714  3.330  3.428
H  -5.574  3.725  -0.162
H  4.484  -3.381  6.369
C  -5.876  -2.712  -4.533
H  -3.832  2.554  -5.069
C  0.427  5.465  -1.235
C  -8.011  0.967  -4.209
H  0.298  3.341  5.080
C  -0.227  0.030  5.813
H  -2.339  -1.063  -5.359
H  -3.714  1.216  -1.772
H  -3.752  -6.873  -4.203
H  6.169  3.574  0.504
O  0.102  -8.082  1.816
C  -0.223  4.942  7.214
H  1.134  2.756  2.689
H  0.689  6.126  -2.129
N  -0.861  3.182  2.781
H  -2.923  -1.564  -1.323
N  -2.436  2.442  0.179
C  1.801  -4.193  -1.396
H  4.547  5.858  -4.063
H  2.595  0.568  -5.407
H  -6.681  2.189  2.577
H  -0.242  5.900  7.768
H  -1.335  2.349  2.994
C  9.102  4.878  1.135
H  1.823  -1.424  -8.065
O  -0.286  5.150  5.852
H  1.535  -1.464  -4.039
C  -3.105  -0.631  2.407
O  0.655  -2.972  -7.076
C  -7.294  -1.025  -3.120
N  -7.004  -3.197  -2.245
O  -0.144  -1.510  -2.822
H  -1.498  2.495  -2.950
H  0.499  -3.768  2.630
H  -1.298  -1.674  10.228
H  -4.488  -1.507  3.823
H  3.416  -1.547  -1.310
H  -2.027  -2.934  -2.122
C  -1.870  -1.426  2.864
H  1.094  3.521  -0.551
H  7.545  2.261  4.360
H  -6.609  -2.989  -5.305
H  -2.976  -0.475  1.353
C  -1.188  -1.168  7.792
C  0.721  6.270  0.055
H  -1.761  -2.314  2.285
C  3.208  3.075  -5.303
C  3.165  4.590  -5.024
H  6.386  2.032  -1.368
H  0.780  -2.609  -1.506
O  1.939  2.546  -5.749
H  3.656  6.318  -6.202
H  3.696  -7.059  2.882
C  -1.121  -2.846  -5.480
H  3.249  3.108  0.152
C  6.559  1.797  -2.428
H  4.184  -3.649  2.024
H  -6.311  3.887  2.658
H  -1.733  -1.449  5.821
H  1.698  -4.244  -2.482
C  -3.177  1.670  -4.910
H  -0.713  5.158  3.276
H  8.657  5.872  0.768
H  -3.083  4.769  2.934
H  -6.711  -4.158  -2.446
H  0.727  1.416  0.854
H  -5.254  -3.550  -4.364
H  4.008  2.820  -6.044
C  1.381  -2.452  -8.195
H  4.194  0.910  4.392
O  -6.971  0.022  -3.978
H  -4.146  -7.512  -2.660
C  -1.975  -3.797  -6.297
C  -4.666  0.305  -6.278
H  -0.700  3.163  -6.510
H  3.920  -4.227  4.574
H  -1.126  -6.449  2.334
C  -6.304  2.993  1.987
C  2.574  -3.218  3.222
O  -3.328  0.613  -5.867
H  -0.352  -0.314  -1.113
H  -6.415  -3.065  2.324
H  -3.165  3.787  4.446
H  -0.520  -2.029  7.775
H  9.232  4.839  2.183
H  1.598  -6.671  2.218
N  4.202  4.890  -4.053
H  2.830  -4.495  -1.133
H  -1.162  3.274  1.822
H  -7.985  -3.218  -2.553
H  -2.029  -1.801  3.881
N  -1.965  -1.853  -4.810
H  0.135  0.812  6.481
H  4.533  -8.566  3.341
H  -4.653  0.858  -0.334
N  -1.679  2.943  -6.340
H  10.131  4.838  0.708
C  -1.383  3.130  -3.914
H  5.730  2.870  2.623
C  2.743  4.052  2.837
H  -2.722  -4.238  -5.569
H  -2.809  -2.279  -4.396
O  -5.085  2.672  1.493
H  1.990  4.814  3.105
N  2.728  -8.920  1.104
H  -1.484  -4.573  -6.884
H  0.568  -0.671  5.666
H  -8.244  -1.452  -3.426
H  -0.315  -6.286  0.832
H  -3.627  -3.181  0.200
C  3.408  3.276  -0.897
C  7.656  3.102  3.671
H  -7.020  3.275  1.239
C  -3.749  2.786  -0.442
H  -3.234  1.340  -3.891
H  6.856  4.764  1.723
C  4.604  -0.348  -0.200

* LUMO: 0.5 eV
* net charge: 0
* orbital gap: 9.32 eV
* HOMO energy: -8.83 eV
* F_max: 3.05 eV Å⁻¹


# 2
Here is a 14-piece molecular cluster, C32H98N6O14 overall at a distorted geometry from the OMol25 dataset. Energies are from ωB97M-V/def2-TZVPD.

Geometry (Å):
H  10.040  -9.545  16.887
N  13.004  -13.372  11.133
H  11.143  -8.798  13.892
C  13.665  -15.950  15.538
H  15.574  -13.768  14.340
H  10.417  -13.474  17.098
O  13.462  -17.028  11.479
O  17.089  -13.560  12.995
C  13.214  -15.850  10.725
O  9.119  -10.563  11.812
C  12.800  -14.675  11.717
H  11.785  -8.112  12.377
H  11.424  -15.851  15.260
H  14.140  -15.701  10.134
H  10.846  -8.159  20.508
H  7.066  -16.522  14.031
C  6.671  -9.646  17.438
C  15.276  -10.761  19.606
C  16.572  -15.069  17.770
H  9.342  -7.912  15.469
H  9.283  -16.284  16.859
H  17.035  -16.049  17.780
O  11.939  -12.498  17.854
C  6.588  -16.777  14.995
O  14.497  -12.364  16.737
H  7.149  -10.490  11.575
H  7.035  -14.406  14.499
H  8.781  -17.650  16.184
O  10.568  -9.108  16.195
C  7.707  -7.928  19.080
H  10.918  -14.042  12.648
C  16.349  -11.706  19.986
H  13.983  -13.133  10.951
N  8.831  -16.621  16.004
H  14.036  -15.830  17.732
H  12.000  -18.205  10.478
H  13.423  -17.027  13.861
H  10.562  -12.004  11.318
H  13.406  -14.803  12.614
H  10.118  -8.664  12.358
H  16.527  -11.794  21.059
C  17.146  -14.987  12.745
H  8.259  -7.983  20.042
N  11.833  -9.933  10.662
H  7.930  -12.065  10.943
H  18.163  -15.329  12.458
H  12.958  -9.299  20.210
C  11.317  -14.818  11.995
C  11.455  -10.238  12.075
O  11.791  -14.879  19.541
H  14.229  -11.181  19.666
N  14.011  -17.057  14.692
H  16.013  -14.816  18.696
H  11.778  -9.706  18.827
O  15.401  -10.332  18.261
H  12.316  -10.734  12.590
H  8.318  -7.293  14.514
H  10.208  -11.768  13.067
H  11.417  -11.294  15.220
C  13.065  -18.173  10.692
C  17.049  -11.553  15.151
C  7.927  -11.315  11.781
N  14.710  -11.152  14.422
H  16.381  -11.055  13.108
H  6.901  -9.903  19.528
H  13.359  -19.035  11.249
H  7.459  -13.482  21.148
O  13.424  -8.513  18.385
H  4.593  -11.500  16.727
C  7.524  -9.468  18.710
H  14.152  -9.194  18.362
H  17.126  -10.559  15.676
C  11.084  -8.883  12.789
O  8.541  -7.391  15.415
H  13.622  -18.269  9.729
H  12.565  -13.197  10.220
H  11.457  -9.088  16.553
H  14.657  -10.149  14.582
H  11.951  -15.067  16.662
H  6.752  -7.416  19.210
H  15.095  -13.093  12.682
H  7.787  -13.321  18.590
C  15.858  -13.123  13.501
C  10.282  -11.268  12.128
C  5.423  -11.150  16.224
O  8.862  -15.150  18.637
H  17.302  -11.400  19.555
H  11.021  -15.868  12.259
H  15.252  -11.006  17.577
H  15.362  -9.811  20.179
C  10.845  -12.519  16.944
H  5.189  -10.134  15.812
H  12.126  -14.576  20.427
H  9.707  -15.363  19.080
C  16.020  -11.627  13.999
H  12.108  -14.149  18.954
H  14.888  -13.202  16.588
H  6.731  -14.785  20.232
H  6.646  -17.899  15.135
H  17.993  -11.825  14.647
H  10.131  -11.730  17.267
C  11.548  -7.802  19.724
H  4.820  -16.260  13.039
O  15.591  -14.962  16.666
H  16.138  -12.699  19.620
O  5.230  -16.358  15.143
H  5.692  -11.903  15.499
C  12.493  -8.875  19.318
H  12.165  -6.985  20.151
C  7.521  -14.512  15.482
C  11.145  -12.345  15.488
C  7.483  -16.030  16.002
H  12.453  -15.960  9.946
H  9.391  -10.006  19.241
H  12.772  -12.451  17.286
H  5.721  -9.104  17.563
C  12.194  -15.897  16.008
H  16.690  -12.271  15.867
H  10.791  -14.533  11.070
H  4.515  -17.912  13.899
H  3.423  -16.479  14.088
O  6.385  -11.034  17.251
H  10.930  -9.772  10.236
H  13.995  -15.045  14.985
C  8.411  -13.930  19.294
H  7.581  -11.741  12.735
H  15.055  -16.904  16.844
H  17.335  -14.345  17.629
H  7.029  -13.838  16.184
H  6.901  -15.948  16.971
H  8.321  -15.030  21.099
H  8.244  -7.369  18.277
C  7.667  -14.332  20.569
H  13.917  -11.321  13.771
H  12.085  -16.786  16.724
H  12.384  -10.673  10.190
H  8.532  -14.096  15.487
H  7.382  -9.273  16.599
H  10.857  -7.461  18.970
H  16.761  -15.534  13.588
H  14.550  -11.865  15.853
H  13.739  -17.919  15.183
H  11.966  -13.000  15.116
H  10.271  -12.571  15.002
H  9.311  -13.363  19.611
H  16.518  -15.149  11.811
C  4.459  -16.773  13.987
N  8.775  -10.140  18.462
C  14.606  -15.933  16.783
H  8.531  -11.130  18.407

* LUMO: 0.5 eV
* net charge: 0
* orbital gap: 9.59 eV
* HOMO energy: -9.10 eV
* energy above the lowest of the compared OMol25 structures with the same formula, charge and spin: 47.6 kcal per mole
* F_max: 4.08 eV Å⁻¹


# 3
Here is C24H28N11O4PRu as an isolated structure at a distorted geometry from the OMol25 dataset. Energies are from ωB97M-V/def2-TZVPD.

Geometry (Å):
H  -5.525  0.883  2.547
H  1.408  2.233  3.496
H  0.008  1.193  -3.533
H  -0.915  4.879  -0.444
H  -3.809  3.582  -1.877
H  -3.340  5.009  -0.941
C  -1.093  3.831  -0.260
N  -1.741  -1.148  -0.996
C  6.330  -2.153  -1.733
H  -5.305  0.125  -2.227
N  -1.798  -0.452  1.747
N  3.721  -4.904  1.088
O  6.490  -1.067  -0.819
H  -5.820  -0.671  1.745
N  0.879  -3.108  1.563
H  -0.763  -2.603  -2.244
C  -0.261  2.831  0.148
H  7.329  -2.420  -2.054
H  -5.665  -0.595  3.504
C  4.587  0.901  1.467
C  -1.820  -1.050  2.976
C  -2.584  -1.637  -3.002
C  -3.035  -0.083  1.464
H  2.969  1.482  3.881
C  -5.306  -0.182  2.567
H  3.912  -1.831  -1.182
C  -2.838  -0.420  -1.190
C  -4.571  -0.096  -2.996
H  5.735  -1.851  -2.595
N  -0.341  1.101  -2.585
H  -4.371  3.770  -0.211
Ru  -0.137  -0.518  0.351
N  1.258  -2.867  -1.917
N  -2.336  3.263  -0.404
H  -0.302  2.011  -2.146
C  5.634  0.408  0.764
N  0.502  0.223  -1.835
C  -2.215  1.947  -0.088
H  -4.309  0.823  -3.519
H  -5.002  -0.795  -3.706
H  -0.929  -1.449  3.429
C  -3.096  -1.026  3.447
H  0.511  -0.685  -2.285
C  2.155  0.957  1.969
H  -3.522  -1.401  4.363
C  3.255  0.456  1.236
H  1.464  0.542  -1.770
C  3.026  -0.524  0.250
H  -2.804  -2.031  -3.982
C  2.372  1.940  3.091
O  -0.150  -2.304  1.366
C  5.399  -0.606  -0.201
C  -1.577  -1.906  -2.135
C  1.405  -3.142  -0.811
C  4.119  -1.057  -0.456
N  -0.978  1.664  0.251
C  2.762  -4.302  0.895
H  5.863  -3.007  -1.241
N  -3.380  -0.701  -2.396
O  1.841  -0.985  -0.028
N  -3.860  -0.413  2.485
P  -3.575  0.753  -0.030
H  6.650  0.739  0.934
H  0.786  2.874  0.401
C  1.604  -3.493  0.583
O  0.957  0.644  1.756
C  -3.539  3.944  -0.888
H  4.780  1.647  2.227
H  2.901  2.825  2.735

* <S²>: 0.757
* LUMO (spin up / spin down): -2.6 / -2.5 eV
* multiplicity: 2
* net charge: +1
* orbital gap (spin up / spin down): 7.67 / 7.65 eV
* HOMO energy (spin up / spin down): -10.26 / -10.18 eV
* F_max: 3.26 eV Å⁻¹